Below is a cluster of 2 separate species, H4O2 in total at a distorted geometry, with properties calculated with wB97M-V/def2-TZVPD.

```
6
Properties=species:S:1:pos:R:3
O 1.214 0.385 0.489
H 1.439 1.261 0.798
H 0.286 0.550 0.384
O -1.076 -0.381 -0.486
H -1.858 -0.777 -0.031
H -0.971 -1.070 -1.172
```

Properties
LUMO ... 0.747 eV
SMILES ... O.O

Atom charges from the Mulliken analysis, given in e for atoms 1 to 5: -0.609 0.324 0.316 -0.664 0.319



Below is a cluster of 5 separate species, C18H30F8O20S5 in total at a distorted geometry, with properties calculated with wB97M-V/def2-TZVPD.

```
81
Properties=species:S:1:pos:R:3
C 4.175 -0.942 1.313
C 3.503 -1.974 0.416
C 2.399 -2.679 1.149
O 1.879 -3.725 0.312
S 0.773 -4.723 0.985
O 1.517 -5.527 1.908
O -0.028 -3.627 1.941
C -1.473 -3.734 1.974
C -2.203 -3.192 0.782
O -2.039 -1.793 0.601
C -0.982 -1.515 -0.276
C -0.808 -0.021 -0.464
F 0.504 0.253 -0.626
F -1.419 0.347 -1.630
C -1.442 0.908 0.605
F -0.962 2.152 0.321
F -2.772 0.947 0.427
C -1.125 0.634 2.116
F -1.069 1.854 2.720
F -2.126 -0.039 2.712
C 0.203 -0.064 2.431
F 1.235 0.703 2.021
F 0.270 -0.156 3.786
H 4.762 -0.270 0.703
H 3.434 -0.343 1.831
H 4.819 -1.432 2.032
H 4.229 -2.697 0.061
H 3.116 -1.457 -0.455
H 2.785 -3.067 2.085
H 1.625 -1.945 1.343
H -1.740 -4.779 2.106
H -1.776 -3.219 2.874
H -1.963 -3.754 -0.094
H -3.258 -3.365 0.963
H -1.197 -1.927 -1.259
H -0.026 -1.934 0.026
H 0.263 -1.079 2.050
C 0.081 5.649 0.942
C 0.986 4.520 0.508
O 1.750 5.069 -0.580
S 1.994 6.629 -0.324
O 3.278 6.814 0.249
O 1.597 7.336 -1.486
O 0.901 6.825 0.824
H -0.774 5.755 0.270
H -0.273 5.543 1.965
H 0.437 3.648 0.179
H 1.678 4.236 1.304
C -2.537 0.102 -5.904
C -1.568 -0.165 -7.037
O -1.239 -1.556 -6.897
S -2.508 -2.354 -6.331
O -3.197 -2.956 -7.411
O -2.089 -3.102 -5.202
O -3.343 -1.084 -5.840
H -2.019 0.220 -4.951
H -3.166 0.968 -6.087
H -0.667 0.438 -6.971
H -2.037 -0.018 -8.011
C -0.245 6.048 6.742
C 0.603 7.297 6.639
O 0.446 7.715 5.275
S -1.024 7.353 4.766
O -1.857 8.490 4.872
O -0.903 6.635 3.548
O -1.401 6.336 5.942
H 0.263 5.181 6.315
H -0.546 5.827 7.762
H 1.652 7.113 6.852
H 0.231 8.091 7.288
C 1.242 -6.839 -3.930
C 0.164 -5.975 -4.547
O -1.026 -6.315 -3.820
S -0.646 -6.663 -2.313
O -0.856 -5.499 -1.524
O -1.220 -7.906 -1.962
O 0.927 -6.837 -2.527
H 1.198 -7.866 -4.297
H 2.240 -6.440 -4.086
H 0.025 -6.170 -5.606
H 0.366 -4.913 -4.395
```

Properties
LUMO ... 0.251 eV

Atom charges from the Mulliken analysis, given in e for atoms 1 to 5: -1.169 -0.472 0.394 -0.213 0.836



Below is the ion O5S2 with charge -2 at a distorted geometry, with properties calculated with wB97M-V/def2-TZVPD.

```
7
Properties=species:S:1:pos:R:3
O -1.540 -1.310 0.606
S -0.070 -1.212 0.553
O 0.483 -2.190 -0.470
S 0.189 0.841 -0.135
O 1.571 1.101 0.442
O -0.794 1.649 0.618
O 0.160 1.121 -1.615
```

Properties
Net charge ... -2
LUMO ... 6.550 eV
SMILES ... O=S(=O)=S(=O)([O-])[O-]

Atom charges from the Mulliken analysis, given in e for atoms 1 to 5: -0.596 0.395 -0.636 0.900 -0.707



Below is a structure of composition C15H27FeN2O4S2 at a distorted geometry, with properties calculated with wB97M-V/def2-TZVPD.

```
51
Properties=species:S:1:pos:R:3
C -0.012 2.113 3.381
C 1.056 2.975 2.660
C 1.301 2.418 1.257
C 0.047 2.585 0.324
N -0.023 1.445 -0.531
C -1.292 1.310 -1.285
C -2.547 1.232 -0.429
C -2.733 -0.056 0.431
C -1.547 -1.041 0.451
C -1.966 -2.340 1.099
C -0.843 -3.360 1.263
C 0.552 -2.764 1.210
O 1.087 -2.436 2.174
O 1.200 -2.655 0.004
O -2.486 -2.040 2.394
N -1.498 -1.511 3.271
O -1.698 -1.841 4.363
C 1.049 1.536 -1.459
S 1.356 2.873 -2.372
S 2.185 0.153 -1.632
C 1.696 -0.513 -3.289
C 2.393 -1.887 -3.430
C 1.378 -3.045 -3.594
H -0.251 1.206 2.828
H -0.901 2.714 3.546
H 0.327 1.812 4.366
H 1.963 2.875 3.246
H 0.744 4.016 2.596
H 2.261 2.770 0.790
H 1.417 1.342 1.370
H 0.178 3.496 -0.279
H -0.786 2.727 0.998
H -1.452 2.099 -2.026
H -1.211 0.397 -1.870
H -3.372 1.278 -1.136
H -2.690 2.086 0.226
H -2.846 0.273 1.461
H -3.654 -0.582 0.203
H -1.185 -1.300 -0.544
H -0.744 -0.556 1.006
H -0.942 -3.866 2.213
H -0.912 -4.138 0.496
H 1.289 -1.698 -0.172
H 2.004 0.180 -4.064
H 0.615 -0.595 -3.337
H 3.125 -1.836 -4.230
H 2.957 -2.086 -2.519
H 0.436 -2.767 -3.144
H 1.764 -3.899 -3.053
H 1.269 -3.265 -4.650
Fe 1.942 4.163 -0.577
```

Properties
Net charge ... +1
LUMO (alpha / beta) ... -5.530 / -5.485 eV
2S+1 ... 5

Atom charges from the Mulliken analysis, given in e for atoms 1 to 5: -0.814 -0.872 -0.609 -1.482 0.959



Below is a cluster of 2 separate species, CH2Cl3OP in total at a distorted geometry, with properties calculated with wB97M-V/def2-TZVPD.

```
8
Properties=species:S:1:pos:R:3
C 0.643 0.527 0.674
O -1.483 -1.367 0.330
P -0.605 -0.439 -0.347
Cl -0.319 0.838 2.163
Cl -1.500 0.968 -1.419
Cl 0.970 -2.045 -2.834
H 0.739 1.478 0.367
H 1.555 0.039 1.066
```

Properties
LUMO (alpha / beta) ... -2.706 / -3.506 eV

Atom charges from the Mulliken analysis, given in e for atoms 1 to 5: -0.426 -0.430 0.765 -0.114 -0.115



Below is a cluster of 4 separate species, C19H34BrCl2NO3Si in total at a distorted geometry, with properties calculated with wB97M-V/def2-TZVPD.

```
61
Properties=species:S:1:pos:R:3
C -4.879 -0.858 1.666
C -4.443 0.426 1.179
Si -3.071 0.657 -0.161
Br -3.611 2.252 -1.705
C -2.607 -1.042 -0.897
Cl -1.262 -1.980 -0.043
C -3.204 -1.677 -2.012
C -4.370 -0.963 -2.830
Cl -2.633 -3.347 -2.532
C -1.540 1.303 0.782
C -0.226 1.810 0.106
C 1.016 2.337 0.835
N 1.034 2.426 2.250
C -0.147 2.008 2.903
C -1.455 1.427 2.350
H -5.620 -1.510 1.086
H -4.550 -1.275 2.691
H -4.933 1.354 1.667
H -5.149 -0.432 -2.193
H -4.819 -1.728 -3.565
H -3.876 -0.164 -3.502
H -0.188 1.789 -1.042
H 1.913 2.685 0.208
H -0.126 2.121 4.050
H -2.330 1.102 3.016
C 2.830 6.645 -0.466
C 3.634 5.398 -0.134
C 5.103 5.726 0.081
O 3.509 4.456 -1.199
H 3.192 7.108 -1.391
H 1.779 6.392 -0.630
H 2.892 7.381 0.339
H 3.227 4.927 0.766
H 5.544 6.157 -0.824
H 5.670 4.819 0.307
H 5.233 6.434 0.903
H 3.866 4.863 -2.000
C 5.912 1.592 1.142
C 5.251 0.278 0.758
C 4.714 0.324 -0.664
O 4.183 0.002 1.660
H 5.193 2.418 1.100
H 6.283 1.549 2.170
H 6.748 1.824 0.477
H 5.974 -0.538 0.851
H 3.953 1.105 -0.769
H 4.232 -0.623 -0.923
H 5.514 0.517 -1.383
H 3.537 0.718 1.586
C -2.928 -6.483 -0.600
C -4.113 -7.221 0.005
C -4.274 -8.604 -0.607
O -5.303 -6.465 -0.211
H -3.065 -6.341 -1.677
H -2.831 -5.487 -0.160
H -1.997 -7.031 -0.436
H -3.976 -7.311 1.086
H -4.458 -8.535 -1.684
H -5.136 -9.118 -0.171
H -3.383 -9.215 -0.443
H -5.432 -6.380 -1.165
```

Properties
LUMO ... -1.151 eV
SMILES ... C=C[Si@](Br)(/C(Cl)=C(\C)Cl)c1ccncc1.CC(C)O.CC(C)O.CC(C)O

Atom charges from the Mulliken analysis, given in e for atoms 1 to 5: -0.501 -0.289 0.372 -0.338 0.090



Below is a structure of composition C15H30AlBF2N2O2P, with properties calculated with wB97M-V/def2-TZVPD.

```
54
Properties=species:S:1:pos:R:3
C -3.985 -2.247 -2.365
C -3.836 -0.751 -2.629
C -2.547 -0.199 -2.043
O -2.679 -0.117 -0.650
C -1.802 0.824 0.018
Al -0.621 -0.065 1.411
P -0.707 -2.460 1.031
N -0.349 -3.364 2.306
B 1.457 0.617 1.214
O 1.833 1.493 0.154
N 2.529 0.330 2.139
C 3.125 1.478 2.802
C 2.334 -0.816 3.030
C -1.238 0.324 3.306
F -2.273 -0.563 3.753
C -1.754 1.762 3.510
C -0.910 2.645 4.445
H -3.286 -2.819 -2.983
H -4.993 -2.609 -2.584
H -3.767 -2.470 -1.318
H -3.847 -0.551 -3.707
H -4.674 -0.204 -2.186
H -2.300 0.786 -2.467
H -1.717 -0.879 -2.311
H -1.179 1.326 -0.741
H -2.444 1.613 0.438
H -1.942 -2.806 0.400
H 0.099 -2.759 -0.107
H 0.339 -4.079 2.096
H 1.364 2.336 0.197
H 4.213 1.380 2.922
H 2.951 2.394 2.233
H 2.693 1.625 3.802
H 1.314 -0.898 3.415
H 3.022 -0.755 3.879
H 2.546 -1.750 2.508
H -0.415 0.167 4.017
H -1.867 2.277 2.549
H -2.767 1.657 3.910
H -0.275 2.030 5.090
H -0.251 3.321 3.893
H -1.535 3.265 5.093
F 0.691 -1.910 -4.755
C 1.607 -0.967 -4.433
C 2.618 -0.704 -5.337
C 3.556 0.265 -5.004
C 3.469 0.942 -3.796
C 2.440 0.654 -2.908
C 1.494 -0.313 -3.224
H 2.660 -1.250 -6.270
H 4.358 0.487 -5.697
H 4.205 1.694 -3.542
H 2.356 1.165 -1.957
H 0.687 -0.554 -2.545
```

Properties
Net charge ... -1
LUMO ... 2.740 eV

Atom charges from the Mulliken analysis, given in e for atoms 1 to 5: -1.066 -0.542 -0.065 -0.345 -0.382



Below is a cluster of 2 separate species, C2H2NO3S in total at a distorted geometry, with properties calculated with wB97M-V/def2-TZVPD.

```
9
Properties=species:S:1:pos:R:3
C -1.806 -0.407 0.152
C 0.505 0.694 -0.069
N 1.279 -0.382 -0.058
O 1.861 -0.597 1.058
O -1.538 -1.528 0.103
O 1.586 -1.112 -1.077
S -2.636 0.912 0.044
H 0.685 1.223 0.882
H 0.064 1.196 -1.035
```

Properties
Net charge ... -1
LUMO (alpha / beta) ... 3.262 / 2.393 eV
2S+1 ... 3

Atom charges from the Mulliken analysis, given in e for atoms 1 to 5: 0.274 -0.726 0.793 -0.682 -0.247



- What is the formula in the eighth record?
  C2H2NO3S



Repeat the seventh record exactly.
Below is a structure of composition C15H30AlBF2N2O2P, with properties calculated with wB97M-V/def2-TZVPD.

```
54
Properties=species:S:1:pos:R:3
C -3.985 -2.247 -2.365
C -3.836 -0.751 -2.629
C -2.547 -0.199 -2.043
O -2.679 -0.117 -0.650
C -1.802 0.824 0.018
Al -0.621 -0.065 1.411
P -0.707 -2.460 1.031
N -0.349 -3.364 2.306
B 1.457 0.617 1.214
O 1.833 1.493 0.154
N 2.529 0.330 2.139
C 3.125 1.478 2.802
C 2.334 -0.816 3.030
C -1.238 0.324 3.306
F -2.273 -0.563 3.753
C -1.754 1.762 3.510
C -0.910 2.645 4.445
H -3.286 -2.819 -2.983
H -4.993 -2.609 -2.584
H -3.767 -2.470 -1.318
H -3.847 -0.551 -3.707
H -4.674 -0.204 -2.186
H -2.300 0.786 -2.467
H -1.717 -0.879 -2.311
H -1.179 1.326 -0.741
H -2.444 1.613 0.438
H -1.942 -2.806 0.400
H 0.099 -2.759 -0.107
H 0.339 -4.079 2.096
H 1.364 2.336 0.197
H 4.213 1.380 2.922
H 2.951 2.394 2.233
H 2.693 1.625 3.802
H 1.314 -0.898 3.415
H 3.022 -0.755 3.879
H 2.546 -1.750 2.508
H -0.415 0.167 4.017
H -1.867 2.277 2.549
H -2.767 1.657 3.910
H -0.275 2.030 5.090
H -0.251 3.321 3.893
H -1.535 3.265 5.093
F 0.691 -1.910 -4.755
C 1.607 -0.967 -4.433
C 2.618 -0.704 -5.337
C 3.556 0.265 -5.004
C 3.469 0.942 -3.796
C 2.440 0.654 -2.908
C 1.494 -0.313 -3.224
H 2.660 -1.250 -6.270
H 4.358 0.487 -5.697
H 4.205 1.694 -3.542
H 2.356 1.165 -1.957
H 0.687 -0.554 -2.545
```

Properties
Net charge ... -1
LUMO ... 2.740 eV

Atom charges from the Mulliken analysis, given in e for atoms 1 to 5: -1.066 -0.542 -0.065 -0.345 -0.382